[1]
139
Properties=species:S:1:pos:R:3 method="wB97M-V/def2-TZVPD" e_homo_ev=-2.6128 molar_mass_g_mol=1173.04 fmax_ev_per_a=16.32 total_charge=-2 total_energy_ha=-4721.11497 spin_multiplicity=1
Sr 0.090 -0.083 0.292
C 0.577 -2.201 -0.011
C 0.811 -1.942 1.397
N 1.844 -1.932 2.138
N 3.100 -1.748 1.783
C 3.541 -0.655 1.369
N 4.834 -0.234 1.174
S 2.223 0.896 0.976
C -0.503 -1.720 1.976
C -1.295 -2.810 2.275
C -2.635 -2.558 2.524
C -3.069 -1.237 2.523
C -2.114 -0.237 2.507
N -0.829 -0.482 2.275
H 0.347 -1.438 -0.746
H -0.376 -2.844 -0.033
H 1.365 -2.788 -0.468
H 5.149 -0.421 0.226
H 4.741 0.774 1.287
H -0.840 -3.786 2.138
H -3.338 -3.376 2.614
H -4.128 -1.014 2.504
H -2.312 0.823 2.499
C 2.807 4.358 2.210
O 1.700 4.560 3.085
C 1.870 4.399 4.408
C 3.096 4.391 5.062
C 3.170 4.446 6.447
C 2.020 4.495 7.207
C 0.787 4.405 6.574
C 0.695 4.322 5.194
N -0.561 4.187 4.558
C -0.594 3.273 3.408
N -1.180 3.866 2.327
C -0.755 3.856 0.962
C 0.024 2.843 0.348
C 0.624 3.278 -0.871
C 0.326 4.472 -1.502
C -0.582 5.361 -0.938
C -1.095 5.069 0.310
O -1.920 5.942 1.007
C -1.907 7.294 0.618
N -0.124 2.099 3.455
C 0.304 1.504 4.626
C 1.601 0.971 4.702
C 2.022 0.324 5.848
C 1.176 0.169 6.938
C -0.108 0.682 6.880
C -0.539 1.356 5.747
O -1.822 1.892 5.679
C -2.865 1.031 6.078
H 2.432 4.665 1.237
H 3.030 3.288 2.135
H 3.645 4.986 2.524
H 3.999 4.312 4.479
H 4.137 4.467 6.932
H 2.071 4.572 8.285
H -0.119 4.371 7.165
H -1.258 3.896 5.235
H -1.508 4.791 2.579
H 1.372 2.569 -1.237
H 0.797 4.748 -2.438
H -0.855 6.264 -1.468
H -2.419 7.844 1.408
H -2.440 7.457 -0.325
H -0.883 7.666 0.519
H 2.177 1.062 3.787
H 3.024 -0.081 5.881
H 1.501 -0.350 7.830
H -0.776 0.559 7.724
H -3.778 1.417 5.626
H -2.993 1.017 7.167
H -2.687 0.012 5.726
C 0.042 -1.669 -2.799
C -1.143 -1.186 -3.650
C -0.934 -1.698 -5.064
C -1.141 0.344 -3.534
O -2.422 -1.631 -3.206
Si -2.528 -2.196 -1.624
S -1.712 -0.921 -0.463
O -4.101 -2.496 -1.138
C -5.132 -1.733 -1.738
C -6.377 -1.934 -0.870
C -5.368 -2.233 -3.161
C -4.782 -0.241 -1.770
O -1.875 -3.687 -2.066
C -1.749 -4.838 -1.260
C -2.395 -6.025 -1.969
C -0.250 -5.135 -1.019
C -2.485 -4.586 0.022
H 0.856 -2.075 -3.386
H -0.235 -2.472 -2.120
H 0.446 -0.803 -2.263
H -0.026 -1.268 -5.486
H -1.791 -1.455 -5.692
H -0.825 -2.784 -5.018
H -0.182 0.761 -3.833
H -1.309 0.625 -2.490
H -1.957 0.780 -4.110
H -6.648 -2.991 -0.851
H -7.208 -1.352 -1.265
H -6.164 -1.615 0.153
H -5.558 -3.309 -3.144
H -4.474 -2.041 -3.745
H -6.214 -1.716 -3.617
H -4.511 0.121 -0.768
H -5.609 0.363 -2.139
H -3.935 -0.077 -2.440
H -1.860 -6.234 -2.896
H -3.434 -5.789 -2.207
H -2.363 -6.896 -1.313
H 0.332 -4.417 -1.604
H 0.019 -6.137 -1.349
H 0.043 -5.027 0.031
H -3.538 -4.406 -0.155
H -2.118 -3.650 0.452
H -2.342 -5.359 0.775
O 4.352 -4.541 -8.035
S 4.594 -3.335 -8.809
O 5.829 -3.365 -9.575
O 3.434 -2.832 -9.536
C 4.814 -1.983 -7.594
N 5.408 -0.891 -8.062
C 5.481 0.144 -7.243
C 4.979 0.117 -5.951
C 4.344 -1.063 -5.561
N 4.269 -2.098 -6.395
C 3.772 -1.242 -4.208
C 3.378 -2.511 -3.787
C 2.910 -2.648 -2.489
N 2.851 -1.649 -1.625
C 3.175 -0.422 -2.022
C 3.627 -0.180 -3.310
H 5.972 1.030 -7.636
H 5.099 0.961 -5.291
H 3.440 -3.347 -4.467
H 2.545 -3.609 -2.126
H 3.007 0.354 -1.265
H 3.860 0.837 -3.585

***

[2]
127
Properties=species:S:1:pos:R:3 method="wB97M-V/def2-TZVPD" e_homo_ev=-14.5816 molar_mass_g_mol=1082.96 fmax_ev_per_a=0.73 total_charge=+3 total_energy_ha=-5141.22458 spin_multiplicity=1
W -0.508 -0.111 -0.180
C -4.744 2.733 -3.464
C -3.652 3.679 -2.958
C -2.951 3.113 -1.766
C -3.165 3.390 -0.453
C -4.083 4.408 0.142
C -3.356 5.717 0.466
C -2.298 2.526 0.293
N -1.495 1.752 -0.539
C -1.915 2.122 -1.808
C -1.314 1.711 -2.969
C -0.101 1.068 -2.992
C 0.752 1.022 -4.134
C 0.389 1.548 -5.488
C 0.602 3.061 -5.606
C 1.955 0.533 -3.702
C 1.802 0.210 -2.321
C 2.774 -0.375 -1.555
C 2.621 -0.724 -0.240
N 1.477 -0.463 0.520
C 1.827 -0.936 1.780
C 1.080 -0.707 2.911
C -0.018 0.102 2.929
N -0.582 0.718 1.795
C -1.543 1.552 2.357
C -2.336 2.418 1.650
C -1.610 1.427 3.777
C -0.663 0.513 4.135
C -0.269 0.071 5.507
C 0.922 0.863 6.057
C -2.514 2.228 4.659
C -1.974 3.638 4.923
C 3.118 -1.534 1.789
C 3.629 -1.369 0.530
C 4.969 -1.790 0.020
C 4.898 -3.109 -0.756
C 3.805 -2.099 2.991
C 4.565 -1.023 3.773
N 0.528 0.541 -1.863
C 3.236 0.421 -4.467
C 4.186 1.589 -4.176
H -5.241 3.150 -4.337
H -5.497 2.565 -2.692
H -4.328 1.763 -3.749
H -4.092 4.638 -2.684
H -2.935 3.899 -3.752
H -4.554 4.005 1.041
H -4.901 4.589 -0.556
H -2.549 5.556 1.183
H -4.047 6.443 0.890
H -2.918 6.152 -0.433
H -1.719 2.069 -3.905
H -0.651 1.298 -5.717
H 0.993 1.038 -6.240
H 0.031 3.606 -4.853
H 0.292 3.414 -6.588
H 1.652 3.317 -5.472
H 3.728 -0.580 -2.021
H 1.440 -1.100 3.851
H -3.026 3.044 2.197
H -0.042 -0.998 5.502
H -1.124 0.193 6.173
H 1.805 0.755 5.426
H 1.177 0.518 7.057
H 0.688 1.926 6.117
H -2.640 1.700 5.605
H -3.511 2.284 4.214
H -1.011 3.598 5.431
H -2.663 4.199 5.552
H -1.833 4.194 3.995
H 5.651 -1.897 0.864
H 5.394 -1.004 -0.607
H 4.534 -3.916 -0.120
H 5.881 -3.389 -1.129
H 4.221 -3.027 -1.610
H 4.496 -2.878 2.666
H 3.080 -2.596 3.639
H 5.320 -0.547 3.149
H 5.064 -1.459 4.636
H 3.891 -0.241 4.128
H 3.013 0.386 -5.534
H 3.737 -0.523 -4.231
H 3.727 2.541 -4.439
H 5.102 1.484 -4.754
H 4.453 1.630 -3.119
C -3.048 -1.583 -1.334
O -2.034 -0.637 -1.034
H -2.598 -2.559 -1.524
H -3.602 -1.226 -2.201
H -3.717 -1.630 -0.473
C 1.511 -2.921 -4.292
As -0.142 -2.885 -3.323
C -1.397 -1.763 -4.263
C -0.823 -4.678 -3.315
S 0.240 -2.417 -1.238
H 1.343 -3.433 -5.240
H 2.250 -3.463 -3.705
H 1.844 -1.901 -4.472
H -0.927 -1.439 -5.191
H -1.652 -0.894 -3.664
H -2.288 -2.347 -4.486
H -1.034 -4.973 -4.343
H -1.732 -4.721 -2.719
H -0.071 -5.341 -2.890
C -1.211 -3.706 2.551
C -0.619 -2.872 1.624
N -1.215 -1.739 1.225
C -2.412 -1.415 1.742
C -3.078 -2.186 2.680
C -2.437 -3.359 3.090
C -4.336 -1.808 3.348
C -5.309 -0.918 3.104
C -5.581 0.015 1.997
C -6.636 0.914 2.125
C -6.882 1.773 1.065
N -6.157 1.746 -0.052
C -5.196 0.839 -0.089
N -4.859 -0.018 0.867
H -0.701 -4.610 2.853
H 0.349 -3.106 1.208
H -2.870 -0.499 1.401
H -2.898 -3.990 3.840
H -4.485 -2.385 4.255
H -6.082 -0.889 3.863
H -7.247 0.942 3.016
H -7.682 2.502 1.111
H -4.612 0.795 -1.005

***

[3]
133
Properties=species:S:1:pos:R:3 method="wB97M-V/def2-TZVPD" e_homo_ev=-8.7198 molar_mass_g_mol=1445.80 fmax_ev_per_a=3.67 total_charge=+1 de_lowest_ev=2.131 total_energy_ha=-14515.38086 spin_multiplicity=1
Cd 0.031 -0.429 -0.476
C 3.976 1.878 -0.139
As 2.040 2.028 0.046
C 2.086 2.727 1.870
C 1.929 3.733 -0.946
C 0.567 4.308 -1.365
C 0.856 5.535 -2.250
C -0.197 3.331 -2.282
As -1.336 1.872 -1.614
C -2.947 2.797 -1.032
C -2.009 1.448 -3.398
C -0.316 4.699 -0.154
As -0.070 6.477 0.695
C -1.741 6.350 1.715
C 1.097 6.070 2.212
H 4.425 2.845 0.084
H 4.238 1.579 -1.154
H 4.358 1.133 0.558
H 2.562 3.704 1.870
H 2.682 2.046 2.474
H 1.095 2.797 2.317
H 2.527 3.567 -1.845
H 2.468 4.464 -0.339
H 1.299 5.221 -3.199
H 1.550 6.223 -1.765
H -0.062 6.089 -2.466
H 0.502 2.830 -2.958
H -0.881 3.904 -2.909
H -3.203 3.554 -1.772
H -2.827 3.258 -0.056
H -3.744 2.055 -0.970
H -2.279 2.379 -3.893
H -2.889 0.810 -3.329
H -1.246 0.936 -3.983
H -0.301 3.913 0.610
H -1.348 4.784 -0.500
H -2.594 6.437 1.042
H -1.788 7.166 2.435
H -1.795 5.400 2.252
H 2.132 5.955 1.894
H 0.772 5.181 2.751
H 1.049 6.929 2.882
O 3.269 -2.957 -7.020
N 3.496 -2.973 -5.827
O 4.546 -3.318 -5.326
C 2.392 -2.558 -4.909
C 1.141 -2.789 -5.368
C 0.051 -2.427 -4.546
C -1.291 -2.603 -4.942
C -2.304 -2.209 -4.113
C -1.975 -1.620 -2.883
N -0.738 -1.452 -2.487
C 0.285 -1.867 -3.280
C 1.624 -1.711 -2.776
N 1.796 -1.240 -1.519
C 3.089 -1.338 -0.960
C 4.184 -1.166 -1.937
C 4.000 -1.525 -3.210
C 2.689 -1.998 -3.640
H 0.988 -3.236 -6.340
H -1.499 -3.044 -5.912
H -3.344 -2.318 -4.398
H -2.744 -1.267 -2.210
H 3.174 -0.718 -0.077
H 5.144 -0.800 -1.596
H 4.809 -1.459 -3.920
C -1.727 -1.623 3.208
As -0.806 -0.258 2.163
C -2.278 0.972 1.841
C 0.121 0.617 3.644
C -0.620 1.412 4.519
C -0.015 2.038 5.600
C 1.345 1.870 5.811
C 2.085 1.067 4.953
C 1.495 0.423 3.865
As 2.576 -0.658 2.609
C 4.266 -0.674 3.581
C 2.014 -2.441 3.206
H -2.546 -1.126 3.724
H -1.039 -2.024 3.944
H -2.109 -2.419 2.577
H -2.933 1.050 2.703
H -2.854 0.588 1.000
H -1.875 1.953 1.595
H -1.682 1.549 4.371
H -0.607 2.648 6.274
H 1.833 2.367 6.642
H 3.146 0.962 5.130
H 4.777 0.283 3.501
H 4.891 -1.433 3.114
H 4.114 -0.931 4.628
H 2.040 -2.496 4.293
H 2.700 -3.170 2.777
H 1.014 -2.676 2.853
Te 3.253 -3.428 0.011
C 5.132 -3.196 0.909
C 6.038 -4.188 1.152
C 7.201 -3.734 1.850
C 7.162 -2.405 2.122
S 5.704 -1.707 1.551
H 5.887 -5.215 0.839
H 8.032 -4.375 2.118
H 7.905 -1.791 2.613
C -6.419 0.102 -2.821
O -5.583 -0.903 -2.243
C -5.586 -0.996 -0.883
C -6.177 -0.080 -0.028
C -6.137 -0.307 1.345
C -5.501 -1.428 1.856
C -4.905 -2.339 0.995
C -4.955 -2.127 -0.368
N -4.549 -3.093 -1.327
C -3.657 -4.073 -1.298
C -2.494 -4.285 -0.566
C -1.993 -5.635 -0.621
C -0.827 -5.992 -0.043
C -0.044 -4.982 0.592
C -0.444 -3.684 0.627
C -1.691 -3.246 0.054
O -2.005 -2.022 0.031
H -7.455 -0.027 -2.507
H -6.343 -0.019 -3.896
H -6.076 1.101 -2.548
H -6.692 0.788 -0.418
H -6.616 0.402 2.012
H -5.485 -1.609 2.923
H -4.436 -3.239 1.374
H -5.151 -3.095 -2.137
H -3.897 -4.851 -2.018
H -2.596 -6.384 -1.129
H -0.479 -7.016 -0.076
H 0.912 -5.250 1.029
H 0.193 -2.931 1.076